This record from the Open Molecules 2025 dataset describes one molecule with the formula C16H15ClN4O5S. The level of theory is the ωB97M-V functional and the def2-TZVPD basis.

As for the HOMO energy: -8.4 eV. The LUMO energy comes out at -0.93 eV. Its SMILES is COc1ccc(NC(=O)CCNS(=O)(=O)c2cccc3nonc23)cc1Cl. For the HOMO-LUMO gap, the calculation gives 7.47 eV.

Each line ends with the natural charge from an NBO analysis.
Geometry (Å):
C  5.22253  1.91863  -0.01204  -0.25
O  4.78123  0.63806  0.36983  -0.48
C  3.57382  0.20839  -0.07598  0.25
C  2.69260  0.94432  -0.85923  -0.24
C  1.47418  0.41962  -1.25449  -0.23
C  1.10209  -0.86185  -0.86982  0.13
N  -0.11488  -1.44447  -1.23890  -0.61
C  -1.25208  -0.79259  -1.58993  0.69
O  -1.34624  0.41514  -1.69449  -0.63
C  -2.42658  -1.71179  -1.89454  -0.52
C  -3.70205  -1.16485  -1.26198  -0.22
N  -3.80599  -1.52922  0.14134  -0.86
S  -2.55194  -1.70820  1.19353  2.33
O  -3.15805  -1.91103  2.47296  -0.92
O  -1.64904  -2.71594  0.70774  -0.97
C  -1.62235  -0.17127  1.28817  -0.34
C  -0.33985  -0.18293  1.74146  -0.14
C  0.43860  0.99983  1.83927  -0.20
C  -0.05469  2.21809  1.48072  -0.19
C  -1.38661  2.26709  1.02377  0.13
N  -2.15269  3.26458  0.62551  -0.07
O  -3.32513  2.73600  0.31856  -0.08
N  -3.37776  1.41731  0.49602  -0.10
C  -2.18522  1.06449  0.93678  0.06
C  1.98040  -1.61847  -0.09404  -0.25
C  3.19100  -1.08816  0.29710  -0.06
Cl  4.26389  -2.02218  1.27160  0.03
H  5.30893  2.00538  -1.09943  0.18
H  4.55758  2.70213  0.36519  0.17
H  6.20695  2.03402  0.43828  0.21
H  2.94923  1.94257  -1.17404  0.22
H  0.80766  1.01422  -1.85498  0.25
H  -0.23065  -2.40502  -0.93835  0.43
H  -2.55251  -1.71603  -2.97998  0.25
H  -2.24414  -2.72632  -1.54820  0.24
H  -4.57809  -1.58771  -1.76356  0.21
H  -3.71608  -0.07439  -1.38707  0.23
H  -4.56306  -1.06202  0.61454  0.42
H  0.09439  -1.12869  2.02450  0.25
H  1.45146  0.90877  2.19915  0.23
H  0.52703  3.12303  1.53530  0.23
H  1.71211  -2.61851  0.20973  0.23